1.
Here is a cluster of 15 separate species, C4H28BO22 in total from OMol25. Energies are from ωB97M-V with the def2-TZVPD basis set.

XYZ file:
```
55
Properties=species:S:1:pos:R:3:forces:R:3
O -1.45366 2.26968 -2.35639 0.4 -1.9 1.8
C -1.39575 1.27994 -1.61890 -1.4 1.5 -1.9
O -0.72813 1.08744 -0.51873 0.0 0.5 -0.2
B -0.72712 -0.35076 -0.18030 -0.3 0.2 -0.2
O -1.74419 -0.95423 -1.11349 0.2 0.0 0.6
C -2.17449 -0.04971 -1.94137 0.7 -0.2 -2.0
O -2.83321 -0.25571 -2.96188 0.8 1.1 2.0
O -1.08292 -0.60255 1.22298 -0.1 0.2 -1.1
C -0.10148 -1.31542 1.71695 1.0 -0.1 0.2
O -0.13920 -1.91644 2.73710 -0.1 -0.4 1.0
C 1.10422 -1.31235 0.74077 2.1 -1.8 1.0
O 0.64139 -0.84945 -0.36560 -1.0 0.8 -1.7
O 2.22516 -1.76815 0.90439 -2.2 1.0 0.5
O -0.42000 4.80506 -1.40445 -0.1 0.4 0.2
H -0.59152 3.92090 -1.73859 -0.1 -0.5 -0.4
H 0.44328 4.74421 -0.99285 0.1 0.0 0.2
O 0.17795 0.90982 4.67197 0.3 -0.2 0.3
H -0.46164 0.19686 4.62620 -0.2 -0.2 0.0
H -0.27376 1.66322 4.28631 -0.1 0.1 -0.5
O 0.27140 -2.82753 5.21156 0.2 -0.1 0.5
H -0.21333 -3.63693 5.37834 -0.1 -0.1 0.1
H 0.23453 -2.71524 4.25779 -0.1 0.1 -0.3
O -5.95039 0.26564 -2.20196 -0.2 0.2 0.2
H -6.27782 -0.07833 -3.03429 0.0 -0.2 -0.1
H -5.04150 0.50980 -2.38479 0.3 -0.1 -0.1
O 5.07722 -2.48649 1.58056 0.3 -0.5 0.2
H 4.30718 -2.15888 1.11109 -0.2 0.0 -0.2
H 5.08326 -1.99604 2.40277 0.0 0.1 0.0
O 4.22946 0.24729 2.61664 0.2 0.3 -0.1
H 3.76169 -0.49645 3.00742 -0.7 -0.1 0.5
H 4.87807 0.49817 3.27557 0.1 0.1 0.0
O 0.56010 -0.60336 -4.19019 0.3 -0.1 0.3
H -0.34119 -0.41758 -3.92305 -0.2 -0.1 -0.2
H 0.67128 -0.11853 -5.00940 -0.1 0.1 -0.2
O 3.40744 -2.30188 -1.69505 0.1 -0.4 -0.5
H 3.69002 -1.64855 -1.05045 0.2 0.3 0.3
H 2.53002 -2.01779 -1.95564 -0.2 0.1 0.0
O -2.96848 4.05785 -0.02786 -0.3 -0.2 0.3
H -3.60588 4.18479 -0.73192 -0.1 0.0 -0.1
H -2.13265 4.34355 -0.40475 0.5 0.2 -0.1
O -1.26858 2.27616 2.42730 0.1 0.1 0.4
H -1.40004 1.67571 1.69157 0.0 -0.1 -0.2
H -2.04574 2.83729 2.42150 -0.2 0.2 -0.2
O -3.95144 -2.38938 -4.03740 -0.4 -0.5 -0.4
H -3.53468 -3.19971 -3.74159 0.0 -0.2 0.0
H -3.40930 -1.68732 -3.66385 0.0 0.2 0.2
O 4.53460 -0.14521 0.01452 0.1 0.1 -0.9
H 4.30115 0.64806 -0.46988 -0.1 0.1 -0.2
H 4.28018 0.04591 0.92452 0.2 0.1 0.5
O -2.01058 0.39837 -5.81272 0.3 0.1 -0.3
H -1.99716 0.83004 -4.95644 -0.2 0.1 0.3
H -2.93905 0.35693 -6.04589 -0.2 -0.1 0.0
O 2.60416 -1.04958 4.43678 0.5 -0.1 -0.1
H 2.48045 -1.98646 4.59873 -0.1 -0.2 0.1
H 1.72065 -0.71666 4.26637 -0.3 0.4 0.1
```
Positions in Å, forces in eV/Å.

Values from the calculation:
Gap between HOMO and LUMO, eV: 9.6
Maximum force, hartree/bohr: 0.058
Net charge: -1
HOMO energy, eV: -7.7926
2S+1: 1
Total energy, hartree: -1849.72737

Atom charges from the natural (NBO) analysis, given in e for atoms 1 to 4:
1 O -0.60
2 C 0.71
3 O -0.64
4 B 1.19

2.
Here is a cluster of 10 separate species, C4H28N2O11 in total from OMol25. Energies are from ωB97M-V with the def2-TZVPD basis set.

XYZ file:
```
45
Properties=species:S:1:pos:R:3:forces:R:3
O 2.77092 0.72309 -1.59122 0.5 0.2 0.0
C 1.97033 0.18170 -2.31091 -1.3 -0.8 1.1
C 0.42595 0.52235 -2.18257 -0.3 0.0 -1.1
C 0.21814 2.05682 -2.06501 0.2 -0.7 1.7
O 0.96238 2.53585 -0.94907 0.7 1.1 1.2
N -0.33767 -0.15706 -1.12532 0.2 1.6 1.6
C -0.16476 -1.57647 -0.91245 0.3 -2.4 -0.7
N -0.61215 -2.14595 0.36762 0.6 1.1 0.9
H 2.29637 -0.69987 -2.89979 -0.2 0.4 -0.3
H -0.08685 0.21136 -3.09175 0.3 -0.1 -0.5
H 0.44670 2.67463 -2.96430 -0.4 -0.7 0.5
H -0.75124 2.22576 -1.56122 -0.5 -0.2 -1.8
H 1.79506 2.08832 -0.75822 0.3 -0.2 -1.0
H -0.17335 0.32418 -0.21742 -0.2 -0.6 -0.9
H -0.65580 -2.13726 -1.75908 0.5 0.5 0.7
H 0.91309 -1.87644 -0.90352 -0.8 0.4 -0.4
H -1.58627 -2.25516 0.66308 0.1 0.5 -1.5
H -0.26163 -1.47293 1.05234 0.2 -0.5 0.2
H 0.59635 -1.05024 3.98934 -0.1 -0.6 -0.3
H 0.18869 -2.30137 3.12223 0.0 -0.1 0.3
O 0.47490 -1.38586 3.08848 0.2 0.7 0.1
H -0.22542 2.18175 2.09493 0.2 0.0 -0.4
H 0.24030 2.04937 0.58867 0.4 0.7 -0.3
O -0.36646 1.71522 1.26065 -0.7 -0.3 0.8
H 2.29042 -3.93234 -1.43154 0.5 0.7 0.3
H 3.13037 -2.67852 -0.87761 0.0 -0.4 0.3
O 2.63485 -3.04116 -1.61839 -0.2 -0.3 -0.6
H -2.43154 -0.30693 -2.33254 -0.7 0.0 0.3
H -3.85543 -0.53560 -1.76917 0.2 -0.2 0.3
O -3.38147 -0.25690 -2.55587 0.6 0.2 -0.4
H -2.12967 0.08554 2.33175 0.0 -0.1 -0.2
H -2.89791 1.06198 1.46546 -0.1 0.5 -0.1
O -3.01905 0.28587 2.01641 0.1 0.2 0.6
H -3.80356 -2.42168 0.78905 -0.6 -0.1 0.4
H -3.71831 -0.85545 0.80193 -0.2 0.7 1.2
O -3.46628 -1.64660 0.35382 0.3 -1.2 -1.8
H 2.88890 1.59874 2.34548 -0.9 -0.7 -0.3
H 1.98280 1.11017 3.67944 -0.6 -0.6 -1.0
O 2.70677 1.56894 3.27821 1.5 1.3 1.3
H -2.19154 2.78266 0.44046 -0.5 0.0 0.6
H -3.36027 3.41361 -0.21489 -0.5 0.0 0.1
O -3.13554 2.99178 0.62305 1.2 -0.1 -0.7
H 2.85930 -1.13926 1.63791 0.1 0.1 0.2
H 2.99188 -2.62870 1.56009 0.3 0.2 0.2
O 3.53552 -1.82922 1.66111 -0.6 -0.4 -0.4
```
Positions in Å, forces in eV/Å.

Values from the calculation:
Gap between HOMO and LUMO, eV: 8.8
Maximum force, hartree/bohr: 0.049
Net charge: 0
HOMO energy, eV: -8.9113
SMILES string: NCN[C@H](C=O)CO.O.O.O.O.O.O.O.O.O
2S+1: 1
Total energy, hartree: -1106.27985

Atom charges from the natural (NBO) analysis, given in e for atoms 1 to 4:
1 O -0.55
2 C 0.43
3 C -0.18
4 C -0.07

3.
Here is a cluster of 9 separate species, C4H28N2O9 in total from OMol25. Energies are from ωB97M-V with the def2-TZVPD basis set.

XYZ file:
```
43
Properties=species:S:1:pos:R:3:forces:R:3
N 0.46336 0.61337 -0.12510 -1.7 -3.8 -4.5
C -0.66855 -0.42693 -0.06118 -1.8 3.5 2.3
C -1.85644 0.51068 0.45171 -0.3 0.8 0.0
C -3.27387 0.09258 0.03670 0.3 -3.5 0.5
O -3.67269 0.15095 -1.32160 0.6 2.3 -1.5
C -0.47109 -1.50934 1.00341 0.8 -0.2 0.1
N 0.46889 -2.42820 0.32212 0.2 -0.6 1.4
H 1.20798 0.04921 -0.49324 1.1 0.2 0.4
H 0.67664 1.08063 0.67469 0.7 1.0 3.2
H -0.85841 -0.95632 -1.01568 0.3 1.0 0.4
H -1.72893 1.60226 0.23465 0.1 -0.9 -0.8
H -1.76955 0.68942 1.57437 -0.4 -1.1 -1.0
H -4.04336 0.57195 0.60893 -0.3 0.2 0.7
H -3.37285 -1.08437 0.12962 0.2 2.2 0.7
H -3.52759 1.05441 -1.71289 -0.3 -1.1 0.8
H -1.44203 -2.00276 1.37849 1.4 0.8 -0.7
H 0.10672 -1.11008 1.87014 -0.9 0.0 -0.4
H 0.00052 -3.30265 0.14830 0.1 -0.3 -0.3
H 1.28449 -2.65818 0.92030 -0.8 0.1 -0.5
H 0.26294 2.74711 3.26610 1.4 4.6 6.2
H -0.11450 2.73571 1.81834 -1.2 3.7 -4.5
O 0.08641 2.30479 2.55697 -0.2 -8.0 -1.9
H -2.76451 -2.30319 -2.76692 -0.2 -0.1 -0.1
H -2.63061 -0.87530 -2.38064 -3.5 4.6 1.6
O -2.15987 -1.58448 -2.59907 3.8 -5.0 -1.8
H 3.73717 -0.73044 0.59062 0.0 0.7 0.3
H 4.16129 0.04836 1.99561 -0.4 -1.0 -1.5
O 4.14367 -0.78657 1.46196 0.3 0.3 1.2
H -0.52758 4.22346 -0.19477 -1.5 3.9 -1.8
H -0.08457 2.85350 -0.50250 0.3 -0.9 -0.6
O -0.22681 3.47911 0.19494 1.3 -2.9 2.1
H 1.44083 1.30751 -1.77521 0.0 -0.1 0.2
H 1.68427 2.20882 -2.89959 -0.3 1.0 -1.2
O 2.14963 1.58598 -2.37618 0.2 -0.1 1.4
H 0.55186 0.70908 4.64309 0.5 -0.1 0.0
H -0.55594 0.72039 3.60504 0.1 0.2 -0.2
O -0.39464 0.66784 4.54762 -0.6 -0.4 0.7
H 2.30355 -1.47086 -2.83311 -0.1 -0.4 -0.5
H 2.63338 -0.07972 -2.82001 -0.3 0.0 -1.6
O 2.34772 -0.76092 -3.48252 0.5 0.3 1.4
H 1.55519 -2.26091 -1.14536 -0.1 -0.5 0.3
H 2.44234 -3.01537 -2.24663 0.0 0.6 2.7
O 2.43553 -2.66056 -1.28154 0.6 -0.8 -3.0
```
Positions in Å, forces in eV/Å.

Values from the calculation:
Gap between HOMO and LUMO, eV: 10.0
Maximum force, hartree/bohr: 0.161
Net charge: 0
HOMO energy, eV: -9.9125
SMILES string: NC[C@H](N)CCO.O.O.O.O.O.O.O.O
2S+1: 1
Total energy, hartree: -955.74930

Atom charges from the natural (NBO) analysis, given in e for atoms 1 to 4:
1 N -0.89
2 C -0.08
3 C -0.47
4 C -0.06

4.
Here is a cluster of 10 separate species, C4H28N8O10 in total from OMol25. Energies are from ωB97M-V with the def2-TZVPD basis set.

XYZ file:
```
50
Properties=species:S:1:pos:R:3:forces:R:3
C 0.39223 0.54461 -0.15589 -0.8 1.5 1.4
O 0.23721 0.35812 1.03979 0.3 -0.3 1.0
N 0.65613 1.71639 -0.70897 1.3 3.5 -0.3
N 0.11792 -0.24355 -1.12178 -0.4 -5.0 -1.7
H 0.35141 2.50313 -0.15372 0.5 0.1 -0.4
H 0.48583 1.69499 -1.70428 0.1 1.2 0.4
H 0.04777 -1.22119 -0.87806 -0.1 0.0 -0.7
H 0.32119 0.08495 -2.05498 -0.2 -1.1 -0.1
C 0.56439 -3.77984 1.98312 3.3 3.3 2.0
O 1.20938 -2.87183 2.53003 -0.8 -0.4 -0.5
N 0.28897 -4.89445 2.58130 -1.0 -3.7 4.1
N 0.24653 -3.88756 0.74620 -1.3 0.3 -4.8
H 0.52712 -4.91576 3.56258 -0.3 -0.2 -0.1
H -0.41855 -5.53024 2.24176 0.2 0.1 0.3
H 0.58755 -3.26948 0.02386 -0.2 -0.3 0.2
H -0.00587 -4.84233 0.53454 0.1 0.6 -1.1
C 0.74632 4.38305 1.54344 3.5 -1.8 1.8
O 1.83698 4.33771 2.08567 0.4 0.7 0.6
N 0.37120 5.29586 0.69320 -1.4 1.7 -1.9
N -0.09023 3.35853 1.65162 -2.2 -1.4 0.1
H 0.86179 6.17786 0.65453 -0.5 -0.2 -0.2
H -0.53842 5.05109 0.32879 0.1 1.6 -0.5
H 0.13502 2.55344 2.21837 0.1 0.2 -0.3
H -0.90617 3.35305 1.05637 -0.2 -0.4 0.7
C -2.68164 -1.32025 0.77395 -0.2 0.2 -2.5
O -2.90466 -1.17272 -0.41512 -0.3 -0.5 -1.3
N -2.34179 -0.34966 1.55323 0.2 3.4 2.4
N -2.66698 -2.45707 1.39853 -0.8 -3.1 0.9
H -2.16244 -0.66852 2.49464 0.7 1.1 -0.1
H -1.70895 0.30045 1.10939 0.0 0.2 0.7
H -2.42211 -2.35584 2.37315 0.0 -1.6 -0.3
H -2.76868 -3.27161 0.81007 0.0 -0.2 0.9
O 0.80489 -0.31898 3.63780 -0.3 0.4 0.9
H 1.11899 -1.06521 3.12722 0.1 -0.5 -0.3
H 0.47741 0.29849 2.98380 0.2 -0.1 -0.3
O -2.39905 0.09543 -2.71143 -0.1 0.5 -0.9
H -1.61338 -0.33073 -3.05401 0.1 0.1 0.0
H -2.48187 -0.23678 -1.81755 -0.3 -0.4 0.7
O 0.67216 3.60707 -3.27082 -0.1 -0.3 -0.1
H 1.50267 4.07303 -3.36761 0.3 0.0 0.0
H 0.03597 4.29127 -3.06255 -0.3 0.1 0.0
O 0.15929 0.60053 -3.87557 0.4 -0.2 -0.1
H 0.12593 1.54827 -4.00565 0.0 0.6 0.0
H -0.06682 0.23293 -4.72995 0.0 -0.2 -0.2
O 3.67120 0.73799 -0.28199 0.2 -0.3 0.0
H 2.97473 1.39132 -0.21620 -0.4 0.3 0.1
H 4.26011 1.08183 -0.95371 0.2 0.1 -0.1
O 0.63451 -3.36444 -2.09960 -0.1 0.1 0.1
H 0.20398 -3.68273 -2.89305 -0.2 0.0 -0.2
H 1.55081 -3.62062 -2.20449 0.4 0.0 0.0
```
Positions in Å, forces in eV/Å.

Values from the calculation:
Gap between HOMO and LUMO, eV: 9.4
Maximum force, hartree/bohr: 0.108
Net charge: 0
HOMO energy, eV: -9.5150
SMILES string: NC(N)=O.NC(N)=O.NC(N)=O.NC(N)=O.O.O.O.O.O.O
2S+1: 1
Total energy, hartree: -1359.72695

Atom charges from the natural (NBO) analysis, given in e for atoms 1 to 4:
1 C 0.78
2 O -0.74
3 N -0.85
4 N -0.80